# CH2ClO2P

CH2ClO2P as an isolated structure (ωB97M-V/def2-TZVPD, OMol25).

```
7
Properties=species:S:1:pos:R:3:nbo_charge:R:1
C 1.17 -0.41 -0.17 0.643
O 0.56 -1.41 -0.14 -0.436
O 0.06 1.10 -0.11 -0.953
P -1.47 0.79 -0.06 0.721
Cl 2.69 0.06 -0.09 0.195
H -1.57 0.29 1.41 -0.097
H -1.44 -0.42 -0.84 -0.073
```

As for the multiplicity: 1. As for the total energy: -991.2468 Eh. The energy above the lowest of the compared OMol25 structures with the same formula, charge and spin comes out at 58.7 kcal/mol. For the LUMO energy, the calculation gives -0.15 eV.